No. 1
# C31H75FMnN5O8

C31H75FMnN5O8 as an isolated structure in a non-equilibrium geometry (ωB97M-V/def2-TZVPD, the OMol25 dataset).

Each line ends with the Mulliken spin population.
Element x y z (Å)
Mn -0.48 1.44 2.37  4.7942
F 0.29 -0.07 1.15  0.0059
O 1.43 1.38 3.29  0.0169
O 4.32 -3.09 2.12  0.0000
O 5.34 1.00 -1.09  -0.0001
O -2.78 0.05 -6.14  0.0514
O -2.28 1.69 1.28  0.0218
O -1.68 -3.93 -1.18  0.0002
O -0.97 -2.18 5.16  -0.0009
O 1.30 3.48 -1.77  -0.0023
N 0.71 2.88 0.96  0.0368
N -2.20 0.25 -4.84  0.7254
N -0.60 -2.48 2.18  -0.0004
N 2.81 -0.84 -0.49  -0.0008
N -1.54 -0.02 3.53  -0.0299
C -1.83 1.69 -4.60  -0.0196
C -2.51 -2.00 -3.97  0.0309
C -1.99 -1.24 5.51  0.0034
C -3.25 2.67 1.14  0.0340
C 0.04 4.01 0.28  0.0171
C 6.63 1.10 -1.67  0.0000
C -0.39 -4.20 -1.69  0.0002
C -1.52 0.09 4.94  0.0358
C -2.89 0.37 1.46  -0.0460
C -1.59 1.11 -2.02  -0.0245
C 3.82 -1.27 0.45  0.0004
C 4.28 0.60 -2.00  0.0004
C -1.33 -4.74 1.96  -0.0003
C 2.01 3.83 -2.92  0.0002
C 0.92 4.53 -0.90  0.0047
C -1.92 -0.33 -2.38  0.0226
C -2.87 0.15 2.98  0.0009
C 3.03 0.43 -1.14  0.0003
C 1.68 3.41 1.94  -0.0044
C -1.60 -3.11 0.01  -0.0006
C -4.23 -0.25 -3.47  0.0828
C -2.99 2.75 -4.72  0.0681
C 2.10 0.38 3.98  0.0188
C -0.70 1.99 -5.67  0.0487
C -1.05 1.90 -3.24  0.0237
C -2.73 -0.56 -3.69  0.0095
C -0.69 -3.56 1.15  0.0000
C 3.79 -4.07 2.98  0.0000
C 2.36 2.23 2.67  0.0040
C -1.38 -3.45 5.69  0.0001
C 3.37 -2.44 1.29  0.0008
H 1.42 -0.41 4.30  -0.0106
H 0.31 -3.61 0.74  0.0003
H -4.68 -1.07 -2.90  0.0045
H 1.94 -0.68 0.00  0.0119
H -0.48 0.20 5.24  0.0119
H 0.13 -5.02 -1.19  0.0000
H -2.88 -2.51 -3.08  0.0003
H -2.54 1.55 -1.71  0.0049
H 1.75 5.15 -0.58  0.0004
H -3.32 0.99 3.51  -0.0097
H 4.08 1.35 -2.76  -0.0001
H -1.26 -0.96 3.30  0.0247
H -2.10 -1.18 6.60  -0.0010
H 2.86 -3.14 0.63  0.0001
H 7.35 1.43 -0.92  0.0000
H -2.34 -0.45 1.01  0.0328
H -4.88 -0.32 -4.34  0.0002
H 7.03 0.18 -2.09  0.0000
H -2.36 -3.71 5.29  0.0000
H 2.44 2.91 -3.35  -0.0001
H 2.90 4.43 -2.71  0.0000
H 0.27 1.55 -5.48  -0.0074
H -2.89 -1.60 5.02  -0.0006
H -2.11 -0.41 -6.67  0.0120
H -2.10 0.89 5.39  0.0050
H -0.49 3.06 -5.65  -0.0012
H 4.77 -1.46 -0.07  0.0002
H -0.77 -5.05 2.85  0.0001
H -3.78 2.66 -3.97  -0.0023
H 2.48 0.85 4.89  0.0039
H -2.62 3.75 -4.49  0.0016
H 2.46 4.03 1.50  0.0013
H 3.02 -3.74 3.68  0.0000
H 3.33 -4.85 2.38  0.0000
H 2.96 -0.08 3.50  0.0036
H -0.12 -1.68 1.80  0.0196
H 2.85 1.66 1.88  0.0011
H 2.10 0.68 -1.64  0.0008
H -4.42 0.72 -3.01  -0.0025
H 4.52 -0.39 -2.39  0.0000
H -0.92 3.61 -0.03  -0.0011
H 0.04 1.87 -3.33  -0.0115
H -0.99 1.76 -6.70  0.0033
H 4.65 -4.59 3.41  0.0000
H -3.81 2.55 0.21  0.0012
H 1.10 2.37 0.19  -0.0005
H -2.36 -0.76 -1.48  0.0013
H 1.12 4.04 2.64  -0.0112
H -0.18 4.90 0.87  0.0032
H -1.05 -2.23 -0.34  0.0021
H -3.92 2.63 2.00  0.0032
H -0.50 -4.35 -2.76  0.0000
H -2.26 -4.41 2.42  0.0000
H 3.03 2.77 3.34  0.0024
H 3.04 1.30 -0.48  -0.0005
H -1.19 2.92 -2.89  -0.0023
H -2.67 3.59 1.03  -0.0181
H 6.64 1.86 -2.45  0.0000
H 2.54 -2.04 1.86  -0.0015
H -3.45 -0.75 3.18  -0.0025
H -0.09 -2.67 3.03  -0.0009
H -0.67 -4.25 5.50  0.0000
H -0.86 1.17 -1.22  0.0197
H -1.48 -5.60 1.32  0.0000
H 0.29 -3.35 -1.67  -0.0001
H -1.44 -3.48 6.78  0.0002
H -3.16 -2.35 -4.77  0.0013
H -3.55 2.74 -5.65  -0.0019
H -2.56 -2.72 0.35  0.0002
H -3.86 0.30 0.97  0.0016
H -0.93 -0.79 -2.44  -0.0122
H 1.45 4.29 -3.73  0.0001
H -1.48 -2.31 -4.16  -0.0121
H 0.30 5.17 -1.52  0.0005
H 4.14 -0.49 1.14  -0.0003

Calculated values
LUMO (spin up / spin down)	-0.1580 / -0.3113	Eh
F_max	3.1	eV Å⁻¹
spin multiplicity	7
expectation value of S²	12.008
net charge	+2


No. 2
# C5H10O

A 2-piece molecular cluster, C5H10O overall in a non-equilibrium geometry (ωB97M-V/def2-TZVPD, the OMol25 dataset).

Each line ends with the Mulliken charge.
Element x y z (Å)
O 1.34 0.96 0.25  -0.5553
C -0.61 -1.30 0.97  -1.2564
C -0.03 1.26 0.42  -0.1597
C -0.83 0.72 -0.67  -0.5389
C -1.01 0.14 0.72  0.1966
C 1.04 -0.16 -1.53  -0.9872
H 1.77 -0.85 -1.04  0.3593
H 0.31 -0.68 -2.09  0.3845
H 1.63 0.36 0.94  0.3590
H 0.20 -1.60 0.30  0.2826
H -1.84 0.46 1.36  0.3582
H -0.14 2.26 0.81  0.3463
H -1.45 -1.96 0.73  0.3288
H -0.30 -1.50 2.00  0.3189
H 1.61 0.62 -2.04  0.3177
H -1.68 1.28 -1.12  0.2456

Calculated values
LUMO	0.0219	Eh
F_max	1.8	eV Å⁻¹
relative energy (zero: lowest compared OMol25 entry of this formula, charge and spin)	531.1	kJ/mol


No. 3
# C4H12N2S

One molecule with the formula C4H12N2S in a non-equilibrium geometry (ωB97M-V/def2-TZVPD, the OMol25 dataset).

Each line ends with the Mulliken charge.
Element x y z (Å)
S -2.38 1.74 2.04  -0.2321
N 1.03 -0.44 -1.31  -0.1934
N -1.34 0.68 -0.71  -0.6393
C -0.34 0.72 0.34  0.4255
C 0.55 -0.51 0.08  -0.9066
C 2.24 -1.19 -1.58  -1.0020
C -0.86 0.71 1.78  -0.9448
H -0.16 -1.36 0.19  0.2505
H 2.27 -1.42 -2.64  0.3568
H 3.11 -0.56 -1.37  0.2599
H 2.24 -2.11 -1.01  0.3232
H -1.89 -0.18 -0.66  0.2053
H -0.10 1.16 2.42  0.3752
H 0.26 -0.11 -1.84  0.2691
H -2.02 1.43 -0.65  0.2823
H -3.20 0.70 1.86  0.1177
H 0.29 1.60 0.22  0.2427
H -1.16 -0.25 2.18  0.3845
H 1.46 -0.61 0.66  0.4254

Calculated values
LUMO	0.0309	Eh
F_max	2.4	eV Å⁻¹
relative energy (zero: lowest compared OMol25 entry of this formula, charge and spin)	80.9	kJ/mol
SMILES string	CNC[C@@H](N)CS


No. 4
# C17H37Br6N5O5

C17H37Br6N5O5 as an isolated structure in a non-equilibrium geometry (ωB97M-V/def2-TZVPD, the OMol25 dataset).

Each line ends with the Mulliken charge.
Element x y z (Å)
Br 3.72 -4.01 -0.06  -0.0346
Br -1.09 -0.01 1.63  0.0168
Br 2.05 -0.31 1.06  0.0322
Br 4.52 -3.09 2.87  -0.0177
Br 2.19 -5.21 2.47  -0.0393
Br -0.02 -2.49 0.01  -0.0238
O 5.52 3.20 3.88  -0.6706
O -2.17 -1.40 -4.36  -0.5980
O 2.59 -0.28 6.28  -0.6377
O -0.14 1.81 -1.91  -0.6263
O -5.03 0.45 -1.66  -0.7074
N -1.89 -3.49 -5.17  -0.1934
N 0.72 -1.12 7.23  -0.1921
N -4.21 -0.67 -3.43  -0.1937
N 4.45 3.37 1.89  -0.1314
N -0.48 3.79 -2.97  -0.1702
C -5.38 -0.51 -4.24  -1.1410
C -0.42 3.75 -0.52  -0.7598
C 4.52 2.96 3.19  0.3686
C 0.27 -0.62 0.41  0.3864
C 1.42 -0.57 6.20  0.4623
C -4.12 -0.15 -2.19  0.1497
C 3.10 -3.67 1.74  0.7701
C -0.17 -2.56 -3.69  -0.9876
C -1.48 -2.39 -4.46  0.6471
C -0.41 3.22 -4.28  -0.7329
C 0.66 -0.36 4.91  -0.3184
C -3.18 -3.62 -5.83  -0.6944
C -0.30 3.03 -1.87  0.5307
C -2.85 -0.45 -1.45  -0.2359
C 3.38 3.14 0.93  -0.5538
C 1.35 -1.54 8.46  -0.8623
C 3.33 2.18 3.75  -0.6295
H -0.26 -1.31 7.11  0.2183
H 0.03 -1.60 -3.22  0.1554
H -0.45 4.79 -2.85  0.2398
H 1.21 -0.79 4.08  -0.0233
H -2.01 0.11 -1.87  0.1020
H -5.54 0.53 -4.53  0.3070
H -2.61 -1.51 -1.52  0.2702
H -3.34 -0.97 -3.85  0.6524
H -5.20 -1.05 -5.18  0.3453
H -6.26 -0.95 -3.78  0.3237
H 0.65 -2.83 -4.35  0.4368
H 5.25 3.89 1.58  0.2422
H -1.20 2.47 -4.41  0.1721
H 0.26 3.36 0.22  0.0010
H -2.99 -0.12 -0.43  0.1775
H -0.26 4.83 -0.61  0.4155
H -0.35 -0.76 4.95  0.3035
H 3.56 1.90 4.77  0.3732
H 0.76 -1.23 9.32  0.3141
H 2.32 -1.06 8.56  0.2967
H -3.90 -2.98 -5.35  0.1318
H -0.57 3.92 -5.09  0.3537
H -3.55 -4.64 -5.70  0.3250
H 0.63 0.70 4.68  0.1758
H 3.51 2.16 0.45  0.1926
H 0.11 -0.04 -0.49  -0.2525
H -3.09 -3.46 -6.91  0.2830
H 2.41 3.09 1.41  0.0450
H 2.35 -2.91 1.64  -0.7730
H 0.52 2.66 -4.41  0.2409
H -0.29 -3.29 -2.90  0.2394
H 1.50 -2.62 8.49  0.2828
H 2.45 2.84 3.73  0.3391
H -1.20 -4.16 -5.46  0.2320
H 3.47 3.87 0.13  0.3839
H -1.47 3.57 -0.27  0.2535
H 3.09 1.26 3.22  0.0115

Calculated values
LUMO	-0.0051	Eh
F_max	2.7	eV Å⁻¹
relative energy (zero: lowest compared OMol25 entry of this formula, charge and spin)	0.0	kJ/mol


No. 5
# C4H8O2

A 2-piece molecular cluster, C4H8O2 overall in a non-equilibrium geometry (ωB97M-V/def2-TZVPD, the OMol25 dataset).

Each line ends with the Mulliken charge.
Element x y z (Å)
O 0.45 2.62 -1.29  -0.4629
O 1.09 0.55 -1.83  -0.4671
C -0.25 -2.65 0.96  -0.8190
C 0.67 1.30 -0.99  0.4115
C -0.98 -0.26 1.46  -0.7492
C -0.97 -1.56 1.76  -0.1136
H -1.64 0.11 0.61  0.3218
H -1.09 0.46 2.27  0.3300
H 0.12 2.61 -2.20  0.3225
H -0.78 -3.37 0.34  0.2903
H 0.35 1.00 0.02  0.2216
H 0.55 -2.17 0.37  0.2421
H -1.00 -1.81 2.86  0.2205
H 0.35 -3.18 1.74  0.2516

Calculated values
LUMO	0.0247	Eh
F_max	3.6	eV Å⁻¹
relative energy (zero: lowest compared OMol25 entry of this formula, charge and spin)	284.7	kJ/mol
SMILES string	C=CC.O=CO


No. 6
# C58H94BF4NO26S5

A 15-piece molecular cluster, C58H94BF4NO26S5 overall in a non-equilibrium geometry (ωB97M-V/def2-TZVPD, the OMol25 dataset).

Each line ends with the Mulliken spin population.
Element x y z (Å)
S 2.47 3.64 -2.85  -0.0003
S 2.06 -0.83 3.54  -0.0001
S 0.83 3.66 6.98  0.0000
S -0.84 -0.60 -5.09  -0.0003
S -3.12 3.85 -3.18  0.2031
F -1.73 -2.29 2.87  0.0003
F -5.84 0.59 4.08  0.0001
F -6.01 -1.13 -1.74  -0.0002
F 0.10 -7.38 5.00  0.0000
O 5.09 -5.28 -0.50  0.0000
O 6.17 -5.24 -2.71  0.0000
O 0.27 1.82 1.82  0.0042
O 4.35 -0.45 -7.01  0.0000
O 6.16 -8.78 -3.23  0.0000
O 4.48 4.70 1.86  0.0000
O 3.48 -2.54 -6.74  0.0000
O -4.48 -4.10 -2.56  0.0000
O 2.26 -3.59 -1.75  0.0007
O -2.90 -4.77 -0.97  0.0000
O 3.90 -3.88 0.84  0.0000
O 0.02 3.80 5.68  0.0000
O 1.15 3.70 -2.06  0.0091
O -0.05 -1.53 -4.16  0.0022
O 1.32 6.98 2.63  0.0000
O -2.40 -4.42 -3.11  0.0001
O 4.16 6.33 3.38  0.0000
O 3.83 -5.14 -2.45  0.0000
O -2.82 2.47 -2.64  0.6034
O 1.28 6.97 0.44  0.0000
O 5.00 -7.19 -2.04  0.0000
O 2.85 0.36 4.11  0.0001
O -0.19 5.68 1.58  0.0002
O 4.15 -1.14 -5.02  0.0000
O 7.88 -6.32 -3.96  0.0000
O 4.27 4.36 4.13  0.0000
N -0.39 0.07 -0.61  -0.0008
C -0.11 -0.71 0.69  0.0004
C -0.74 -7.16 2.85  -0.0002
C 4.16 -4.35 -0.29  0.0000
C 4.30 5.07 3.00  0.0000
C 3.97 -1.47 -6.29  0.0000
C -3.24 -2.00 4.73  0.0002
C -1.44 -0.65 -1.44  -0.0053
C -3.85 1.03 2.93  -0.0010
C -4.53 3.77 2.87  -0.0006
C -5.01 1.50 3.48  0.0001
C -3.50 -3.86 3.22  0.0002
C -3.62 4.76 -1.69  0.0825
C 0.91 0.04 -1.45  0.0024
C 0.75 6.44 1.57  0.0003
C -2.75 -0.89 -0.56  -0.0023
C -3.05 2.01 2.27  0.0008
C -3.22 -4.43 -2.10  0.0000
C -5.90 -0.87 -3.07  -0.0039
C -0.73 1.56 -0.48  0.0330
C -1.49 4.71 -3.50  0.0787
C 5.98 -7.59 -2.83  0.0000
C 3.67 -2.10 -4.05  0.0002
C 1.15 -5.71 3.53  -0.0002
C -4.28 -2.48 5.50  -0.0006
C 0.44 -5.78 1.25  -0.0005
C -3.38 3.35 2.31  0.0000
C -6.31 -1.33 -5.40  -0.0006
C 1.28 -5.27 2.21  0.0004
C -4.91 -3.67 5.10  0.0001
C -5.62 -4.28 -1.72  0.0001
C -5.46 -0.28 -5.72  0.0000
C -5.39 2.80 3.41  0.0007
C 3.81 4.42 -1.89  0.0002
C 3.33 -4.23 -1.58  -0.0001
C -2.12 -1.64 -5.83  0.0001
C 3.36 2.04 -2.90  0.0008
C 0.28 -2.23 0.69  -0.0020
C -0.67 -6.58 1.58  0.0000
C 4.35 7.46 2.52  0.0000
C 0.55 -0.87 4.60  -0.0003
C -4.52 -4.39 3.94  -0.0001
C 2.44 4.51 6.75  -0.0002
C -6.58 -1.61 -4.11  0.0007
C 0.18 -6.73 3.82  0.0000
C 1.34 1.95 7.00  0.0001
C 0.96 6.53 3.91  -0.0002
C 0.65 6.65 -0.84  0.0009
C 4.50 2.96 4.11  0.0001
C 0.72 2.75 2.74  0.0010
C 2.95 -2.22 4.23  -0.0003
C 6.84 -6.33 -3.27  0.0000
C -2.82 -2.73 3.58  -0.0006
C 4.32 -0.60 -8.40  0.0000
C -1.00 -4.42 -2.91  -0.0004
C 0.11 2.38 0.56  -0.0114
C -5.09 0.17 -3.44  0.0177
C 0.33 -0.55 -6.50  0.0001
C -4.92 0.60 -4.77  -0.0019
B 5.08 -5.72 -1.91  0.0000
H 5.30 7.95 2.74  0.0000
H 1.67 6.78 4.69  0.0000
H 3.08 -2.95 -4.37  0.0000
H -3.18 -4.40 2.34  0.0002
H -3.55 -1.39 -1.12  -0.0001
H 3.33 1.64 -1.88  0.0000
H -0.98 -0.49 1.31  0.0014
H 0.91 5.46 4.07  0.0002
H -0.05 3.43 3.10  -0.0002
H -4.56 4.49 -1.20  0.0014
H 3.28 -0.49 -8.72  0.0000
H 0.82 -0.21 0.97  -0.0002
H 2.02 -4.55 1.91  0.0004
H 1.82 0.37 -0.94  0.0003
H -2.77 -1.04 -6.47  -0.0001
H -0.17 -0.60 -7.47  0.0000
H -1.64 -0.05 -2.33  0.0049
H -1.79 1.57 -0.24  -0.0246
H -2.71 -1.99 -4.99  0.0000
H 3.06 -1.51 -3.36  -0.0002
H 1.13 2.57 0.21  -0.0014
H -0.35 3.36 0.57  0.0029
H -0.57 -4.27 -3.90  0.0001
H 0.02 7.01 4.17  0.0000
H -5.80 -5.31 -1.42  0.0000
H 1.03 -1.02 -1.67  -0.0007
H -4.37 1.46 -5.14  -0.0012
H 4.70 -1.57 -8.72  0.0000
H 0.50 1.28 7.17  0.0000
H 4.37 2.01 -3.30  0.0000
H 0.69 -2.61 1.63  0.0001
H -6.31 3.13 3.87  0.0001
H -3.82 5.76 -2.06  -0.0038
H -2.14 1.65 1.80  0.0018
H -1.06 -1.59 -1.81  0.0000
H -0.43 6.57 -0.70  0.0003
H 0.89 -1.48 -6.44  0.0001
H 3.94 -2.29 3.79  0.0001
H -2.64 -1.14 4.97  0.0004
H 1.98 1.59 6.19  -0.0001
H 0.91 0.37 -6.42  0.0001
H -2.74 -1.57 0.28  0.0001
H 1.92 -5.50 4.25  0.0001
H 2.50 -3.12 3.80  0.0002
H 3.47 5.44 -1.77  0.0001
H -4.76 4.81 2.72  -0.0001
H 5.55 2.84 3.84  0.0000
H -2.85 4.61 -0.93  0.0011
H 1.10 2.15 3.55  0.0010
H -0.14 -0.19 4.10  0.0002
H -4.47 0.63 -2.69  -0.0073
H 3.97 2.51 3.28  0.0000
H 3.45 8.06 2.59  0.0000
H 1.10 -2.29 -0.03  0.0017
H 0.78 7.44 -1.58  -0.0001
H -0.69 -3.67 -2.17  0.0002
H -5.48 -3.79 -0.76  -0.0001
H 0.84 0.59 -2.39  0.0002
H 4.77 4.56 -2.40  -0.0001
H 4.29 2.32 4.97  0.0000
H -2.55 3.91 1.91  0.0012
H -0.48 -2.90 0.29  -0.0004
H -1.45 -7.94 3.08  0.0000
H -6.72 -1.81 -6.28  0.0000
H -7.26 -2.42 -3.89  -0.0001
H -3.25 0.06 -0.35  -0.0004
H -0.91 4.08 -4.17  0.0051
H 0.72 -0.47 5.60  -0.0001
H -0.97 4.76 -2.54  0.0101
H -1.70 -2.50 -6.35  0.0000
H 2.83 1.36 -3.57  0.0001
H 1.57 3.34 2.38  -0.0007
H -3.50 0.02 2.84  0.0000
H 0.03 -1.83 4.66  0.0001
H 1.16 5.79 -1.27  -0.0013
H 3.16 4.30 7.54  0.0000
H -5.77 -4.07 5.62  0.0000
H 4.55 -2.45 -3.51  0.0000
H -5.00 -5.28 3.55  0.0000
H 4.03 3.98 -0.92  0.0001
H 3.08 4.00 6.03  0.0001
H -6.55 -3.87 -2.11  0.0000
H 2.44 5.60 6.65  0.0000
H -0.70 -5.41 -2.55  0.0000
H -5.43 -0.04 -6.77  0.0001
H -4.57 -1.91 6.37  0.0000
H 4.93 0.21 -8.80  0.0000
H -1.79 5.66 -3.94  -0.0094
H 0.56 -5.37 0.26  0.0003
H 2.95 -2.41 5.31  0.0000
H 1.99 1.82 7.87  0.0000
H -1.52 -6.69 0.93  0.0001
H 4.47 7.00 1.53  0.0000
H -0.69 2.06 -1.44  0.0048

Calculated values
LUMO (spin up / spin down)	-0.1425 / -0.3201	Eh
F_max	5.3	eV Å⁻¹
spin multiplicity	2
expectation value of S²	0.757
net charge	+1